No. 1
{"formula": "C26H21BrCuN6O7S", "method": "the ωB97M-V functional and the def2-TZVPD basis", "total_energy_ev": -176088.6636, "multiplicity": 2, "relative_energy_ev": 2.105, "s2": 0.76, "homo_lumo_gap_ha": [0.2426, 0.2058], "symbols": ["Cu", "Br", "C", "C", "C", "C", "O", "C", "C", "N", "C", "C", "C", "C", "C", "C", "C", "C", "N", "C", "C", "H", "H", "H", "H", "H", "H", "H", "H", "H", "H", "C", "N", "C", "S", "N", "C", "H", "H", "H", "H", "H", "H", "H", "H", "O", "C", "O", "C", "C", "C", "C", "C", "C", "N", "O", "O", "N", "O", "O", "H", "H", "H"], "xyz": [[-1.61934, 0.23767, 0.28332], [3.39196, -0.59765, 4.62598], [1.68123, -0.61195, 3.83480], [0.93850, -1.79812, 3.83626], [-0.29168, -1.85053, 3.22016], [-0.80753, -0.70327, 2.59773], [-1.90904, -0.75009, 1.86549], [-0.07656, 0.49922, 2.67589], [-0.71511, 1.66327, 2.05963], [-0.09577, 2.55345, 1.39579], [-0.82861, 3.55027, 0.73869], [-0.42921, 4.85271, 0.91502], [-1.05195, 5.92545, 0.25446], [-2.06909, 5.68994, -0.62191], [-2.49520, 4.36357, -0.86260], [-3.54819, 4.09634, -1.76817], [-3.95661, 2.81760, -1.98942], [-3.28512, 1.78645, -1.31508], [-2.29959, 1.98981, -0.46428], [-1.88580, 3.27589, -0.19478], [1.18759, 0.53573, 3.25617], [1.35316, -2.67974, 4.30545], [-0.85959, -2.76933, 3.16785], [-1.80336, 1.71795, 2.20335], [0.39014, 5.03327, 1.59855], [-0.71479, 6.93516, 0.44453], [-2.56533, 6.50026, -1.13920], [-4.01544, 4.92706, -2.28224], [-4.75777, 2.57725, -2.67208], [-3.55688, 0.75294, -1.50129], [1.76527, 1.44865, 3.23494], [0.88746, 3.17715, -2.20671], [1.68635, 2.50182, -1.21411], [2.06415, 1.19693, -1.26551], [2.83469, 0.47584, 0.03068], [1.76111, 0.55998, -2.41429], [2.09293, -0.82256, -2.68990], [0.65257, 4.17501, -1.84208], [-0.05992, 2.65912, -2.40076], [1.42329, 3.28991, -3.15390], [1.79430, 2.90839, -0.29995], [1.33005, 1.08450, -3.15446], [2.18556, -1.34694, -1.74422], [3.03476, -0.90679, -3.23560], [1.28984, -1.27144, -3.27325], [-2.01099, -2.18897, -1.29185], [-0.90397, -2.08055, -0.78413], [-0.35298, -0.97518, -0.41352], [-0.05877, -3.29859, -0.49849], [-0.52343, -4.55135, -0.87459], [0.23438, -5.66067, -0.55324], [1.42914, -5.58173, 0.13406], [1.84687, -4.31781, 0.49943], [1.13794, -3.17043, 0.20019], [3.10526, -4.19771, 1.27117], [3.37261, -3.11148, 1.73217], [3.76648, -5.20523, 1.41503], [-0.25740, -7.00051, -0.94676], [-1.28906, -7.05140, -1.57982], [0.41836, -7.95670, -0.63276], [-1.46021, -4.64426, -1.40379], [2.00236, -6.46187, 0.37952], [1.49601, -2.19573, 0.50841]]}


No. 2
{"formula": "C28H55BCaCl3CsF4N4NaO7P2S2", "method": "the ωB97M-V functional and the def2-TZVPD basis", "charge": 1, "total_energy_ev": -162962.9736, "relative_energy_ev": 0.000, "homo_lumo_gap_ha": 0.0298, "symbols": ["C", "C", "P", "C", "C", "C", "S", "C", "S", "N", "C", "C", "N", "C", "C", "N", "C", "H", "H", "H", "H", "H", "H", "H", "H", "H", "H", "H", "H", "H", "H", "H", "H", "H", "H", "N", "C", "C", "C", "C", "H", "H", "H", "H", "H", "Na", "C", "O", "H", "H", "H", "Ca", "C", "O", "C", "C", "O", "C", "H", "H", "H", "H", "H", "H", "H", "H", "H", "H", "O", "P", "O", "C", "C", "O", "C", "C", "O", "C", "C", "H", "H", "H", "H", "H", "H", "H", "H", "H", "H", "H", "H", "H", "H", "H", "Cl", "C", "C", "Cl", "H", "H", "H", "H", "B", "F", "F", "F", "F", "Cl", "Cs"], "xyz": [[5.19232, -5.97736, 4.24565], [5.11016, -5.32865, 3.21150], [5.11607, -4.08164, 1.73018], [3.97696, -2.97874, 2.76567], [3.26574, -1.84994, 1.92113], [2.15983, -2.37309, 0.91724], [0.50936, -1.66191, 1.39829], [-0.73585, -2.58808, 0.43575], [-1.57654, -1.85496, -0.82119], [-0.91206, -4.01651, 0.86470], [-1.43503, -4.44740, 2.10195], [-1.32148, -5.92320, 1.92563], [-0.74212, -6.28165, 0.67913], [-0.52289, -5.08370, 0.05749], [6.28573, -5.28022, 0.84185], [6.58632, -4.93498, -0.55459], [7.27263, -3.63413, -0.71322], [5.04840, -6.27081, 5.31551], [6.09745, -3.01522, 1.69198], [4.17362, -4.16659, 0.64160], [3.23472, -3.64204, 3.32022], [4.62256, -2.46286, 3.54509], [4.02985, -1.21937, 1.39360], [2.74845, -1.17039, 2.67143], [2.41146, -1.95575, -0.10033], [2.16617, -3.49578, 0.86101], [-1.82334, -3.85920, 2.96287], [-1.66313, -6.65897, 2.70086], [-0.08864, -4.82484, -0.93250], [5.78171, -6.30420, 0.84384], [7.27436, -5.30612, 1.40160], [5.78151, -5.03693, -1.17426], [8.12052, -3.49668, 0.02589], [6.54304, -2.77398, -0.70501], [7.76821, -3.62038, -1.73538], [-2.43762, -4.22680, -3.15564], [-1.22814, -4.73654, -3.53069], [-1.43119, -5.53202, -4.62756], [-2.81854, -5.49545, -4.92787], [-3.41270, -4.67872, -4.00290], [-2.58917, -3.60495, -2.36854], [-0.32970, -4.49175, -2.98837], [-0.66254, -6.08013, -5.15955], [-3.32621, -6.01050, -5.73575], [-4.44134, -4.38184, -3.87451], [2.72794, -6.12709, 2.32296], [3.73794, -2.93673, -2.47455], [4.03258, -2.64789, -1.19947], [4.58502, -3.22603, -3.13236], [3.03001, -3.78499, -2.65180], [3.26478, -2.13256, -3.07695], [-1.83561, -7.88082, -5.53303], [-5.58628, 3.04122, 1.62146], [-5.68478, 1.90478, 0.76163], [-5.12519, 2.14211, -0.52131], [-3.74023, 1.52472, -0.63550], [-2.81217, 2.16611, 0.23000], [-2.56704, 1.42149, 1.41797], [-5.80610, 2.71533, 2.63734], [-4.58684, 3.48085, 1.60561], [-6.32491, 3.79217, 1.32655], [-5.09624, 3.21241, -0.74778], [-5.78709, 1.66264, -1.25238], [-3.37542, 1.66602, -1.65905], [-3.77671, 0.45085, -0.43722], [-1.91249, 0.57203, 1.19154], [-3.49237, 1.06318, 1.87397], [-2.06176, 2.07069, 2.13185], [0.53953, 5.26017, -5.33047], [-0.04938, 5.86268, -4.06820], [1.36049, 6.39420, -3.39176], [1.90614, 7.61085, -3.87504], [1.02848, 8.80206, -3.53652], [-0.17862, 4.39437, -3.30309], [-0.19438, 3.16677, -4.03428], [1.20856, 2.59462, -4.13828], [-0.86394, 6.60117, -2.78139], [-1.94980, 5.92126, -2.13924], [-1.54136, 4.99668, -1.00132], [2.05752, 7.54162, -4.95923], [2.90174, 7.73551, -3.40502], [0.05798, 8.72450, -4.04398], [1.49980, 9.73206, -3.84135], [0.82765, 8.83431, -2.46658], [-0.65059, 3.29898, -5.01825], [-0.83812, 2.45570, -3.50133], [1.94175, 3.34320, -4.44108], [1.24219, 1.77083, -4.85528], [1.53365, 2.22509, -3.16324], [-2.55606, 5.39448, -2.87947], [-2.57913, 6.70437, -1.70659], [-0.97759, 4.12058, -1.30874], [-2.42876, 4.60841, -0.49635], [-0.91319, 5.51550, -0.27576], [-4.10495, 0.85394, 4.33035], [-4.37410, 1.48119, 5.98176], [-4.70983, 2.95158, 5.98431], [-3.31904, 3.94050, 5.49395], [-3.47971, 1.27713, 6.57072], [-5.20017, 0.90986, 6.40779], [-4.98495, 3.26174, 6.99264], [-5.54252, 3.18105, 5.31729], [-1.25055, 2.79820, 8.30304], [-2.55822, 2.20414, 8.28502], [-0.95784, 3.32168, 7.01177], [-1.21907, 3.84405, 9.26082], [-0.28652, 1.80741, 8.64392], [3.35650, 9.08331, -1.96683], [-3.70870, -1.78150, 0.07695]]}


No. 3
{"formula": "C4H5NO", "method": "the ωB97M-V functional and the def2-TZVPD basis", "total_energy_ev": -7762.2223, "relative_energy_ev": 4.304, "homo_lumo_gap_ha": 0.3483, "symbols": ["C", "C", "C", "C", "N", "O", "H", "H", "H", "H", "H"], "xyz": [[-0.21225, -1.09902, -0.64154], [-1.93787, 1.50041, -2.42822], [0.67143, -0.11309, -0.51412], [1.03333, 1.08133, -0.58114], [-0.44383, -2.19722, 0.28718], [-0.85949, 1.54387, -2.18149], [-0.51206, -1.59835, -1.48695], [2.04543, 1.18551, -0.65560], [0.56115, 1.88617, -0.01711], [-0.81605, -2.93661, -0.39587], [-1.41564, -2.18341, 0.83634]]}


No. 4
{"formula": "C26H56Br12O32S9", "method": "the ωB97M-V functional and the def2-TZVPD basis", "total_energy_ev": -1031403.6932, "homo_lumo_gap_ha": 0.3578, "symbols": ["O", "S", "O", "O", "C", "C", "C", "H", "H", "H", "H", "H", "H", "H", "H", "O", "S", "O", "O", "C", "C", "C", "H", "H", "H", "H", "H", "H", "H", "H", "O", "S", "O", "O", "C", "C", "C", "H", "H", "H", "H", "H", "H", "H", "H", "O", "S", "O", "O", "C", "C", "C", "H", "H", "H", "H", "H", "H", "H", "H", "C", "Br", "Br", "Br", "H", "C", "Br", "Br", "Br", "H", "C", "Br", "Br", "Br", "H", "C", "Br", "Br", "Br", "H", "C", "C", "O", "S", "O", "O", "O", "H", "H", "H", "H", "C", "C", "O", "S", "O", "O", "O", "H", "H", "H", "H", "C", "C", "O", "S", "O", "O", "O", "H", "H", "H", "H", "C", "C", "O", "S", "O", "O", "O", "H", "H", "H", "H", "C", "C", "O", "S", "O", "O", "O", "H", "H", "H", "H"], "xyz": [[23.91720, -3.11695, -10.35642], [22.97264, -4.18296, -10.03037], [22.15002, -4.72574, -11.11599], [23.70308, -5.33053, -9.17515], [24.82790, -5.93264, -9.70679], [25.60582, -6.75922, -8.66362], [21.72873, -3.62154, -8.76344], [25.42155, -5.14927, -10.17798], [24.59392, -6.59817, -10.53771], [25.15990, -7.72780, -8.43755], [25.70275, -6.22135, -7.72054], [26.60004, -7.01354, -9.03098], [21.60372, -2.55190, -8.93178], [22.07530, -3.85222, -7.75607], [20.72920, -4.05186, -8.82559], [23.09596, 5.08259, -0.45104], [24.35993, 5.14784, 0.28121], [24.87104, 3.99900, 1.02784], [25.62978, 5.63571, -0.80130], [25.32827, 6.59125, -1.81339], [25.73618, 6.06398, -3.21902], [24.42567, 6.66452, 1.32123], [25.70521, 7.59768, -1.63144], [24.25201, 6.76117, -1.84299], [25.53866, 6.82397, -3.97500], [25.35552, 5.15417, -3.68318], [26.81254, 5.89229, -3.22782], [24.12304, 7.50585, 0.69779], [25.42622, 6.66619, 1.75365], [23.65295, 6.35914, 2.02674], [18.66223, -2.95138, -10.18903], [18.92983, -2.26924, -11.43371], [18.06312, -1.18359, -11.93157], [20.47324, -1.69964, -11.35521], [20.92337, -0.81496, -12.40112], [22.33627, -0.36819, -11.98484], [19.29544, -3.43327, -12.83698], [20.25871, 0.02407, -12.60692], [21.13148, -1.32411, -13.34216], [22.79098, 0.14603, -12.83155], [22.93746, -1.20988, -11.64100], [22.28843, 0.29509, -11.12120], [20.29794, -3.84436, -12.71823], [19.33813, -2.77745, -13.70656], [18.60024, -4.27266, -12.82219], [21.22820, -0.97890, -6.55610], [21.25781, 0.44548, -6.59750], [20.22480, 1.22702, -5.80526], [22.77772, 0.97640, -6.06921], [22.88033, 2.40155, -6.12333], [23.83251, 2.66314, -4.99549], [21.35391, 0.92224, -8.36036], [21.90961, 2.85175, -5.91569], [23.30598, 2.72686, -7.07259], [24.16040, 3.70182, -5.03716], [24.69151, 2.01964, -5.18556], [23.63333, 2.24604, -4.00835], [20.96499, 1.93863, -8.42197], [20.82878, 0.21162, -8.99860], [22.36585, 1.05385, -8.74345], [26.14296, -1.03305, -2.02720], [26.82429, -2.12447, -3.57188], [24.66530, -1.88685, -1.06310], [25.63998, 0.74608, -2.67413], [26.97581, -0.86343, -1.34478], [21.77406, 4.82494, -9.93450], [22.05026, 3.26388, -11.12198], [23.35191, 4.87484, -8.74125], [20.15336, 4.71252, -8.90459], [21.75581, 5.73788, -10.52974], [21.25563, 2.28243, -0.54319], [19.59819, 2.89875, 0.26634], [21.40908, 2.71395, -2.51157], [21.63371, 0.34990, -0.31983], [22.12004, 2.81953, -0.15278], [25.43884, -0.33976, -9.56935], [25.19377, -0.90548, -7.69616], [27.38385, -0.48470, -10.03790], [25.02914, 1.53473, -10.00365], [24.78721, -0.92949, -10.21409], [18.99342, 5.30790, -4.01167], [19.18962, 4.55223, -5.28379], [20.49734, 4.86217, -5.64715], [21.06840, 6.37232, -5.05683], [20.93395, 7.34732, -6.14219], [22.29499, 6.15545, -4.27586], [19.62182, 6.54852, -4.13166], [19.34415, 4.77363, -3.12870], [17.94603, 5.52988, -3.80721], [18.63798, 4.93226, -6.14365], [18.86323, 3.51245, -5.26323], [18.20047, 1.45328, -9.29611], [16.70558, 1.67723, -9.41005], [16.44552, 2.39221, -10.52215], [17.79622, 2.80598, -11.45342], [17.81412, 4.24523, -11.68823], [18.13052, 1.89283, -12.55704], [18.70121, 2.40803, -10.18339], [18.50732, 0.46970, -9.65181], [18.58056, 1.68970, -8.30226], [16.43029, 2.35329, -8.60057], [16.05655, 0.80270, -9.45537], [21.40803, -2.58013, -3.59214], [22.87469, -3.01608, -3.98872], [22.78343, -4.18446, -4.71571], [21.22428, -4.81593, -4.53363], [21.09010, -5.59047, -3.29946], [20.67132, -5.37792, -5.78547], [20.46644, -3.38671, -4.21049], [21.10136, -1.54388, -3.73442], [21.29704, -2.88640, -2.55195], [23.42653, -3.42570, -3.14268], [23.40970, -2.28817, -4.59865], [17.43639, -3.46543, -6.33012], [18.43249, -2.30382, -6.72755], [17.67833, -1.22767, -7.26204], [16.10507, -1.52599, -7.43525], [15.66815, -1.82271, -8.80095], [15.21003, -0.56432, -6.82559], [16.10446, -2.94138, -6.53695], [17.56407, -3.61507, -5.25801], [17.58145, -4.41859, -6.83860], [19.17352, -2.74183, -7.39621], [19.00775, -1.94906, -5.87237], [29.16472, 2.67168, -7.80032], [27.73965, 2.67623, -8.33560], [26.76695, 2.11938, -7.45141], [27.48419, 1.83737, -5.98744], [27.33481, 0.40204, -5.69119], [27.10892, 2.86301, -5.03988], [29.04708, 2.09713, -6.58346], [29.61083, 3.65372, -7.64321], [29.71584, 1.91915, -8.36429], [27.78839, 2.36284, -9.37843], [27.45573, 3.72507, -8.42182]]}